[1]
{"formula": "C41H54Br2N2O16", "method": "ωB97M-V with the def2-TZVPD basis set", "gap_ha": 0.3230, "total_charge": 0, "lumo_energy_ev": -0.6039, "smiles": "C#C[C@@H](C#N)[C@@H](C#N)/C(Br)=C(/C)Br.O=C1CCCO1.O=C1CCCO1.O=C1CCCO1.O=C1CCCO1.O=C1CCCO1.O=C1CCCO1.O=C1CCCO1.O=C1CCCO1", "max_force_ev_per_a": 12.5, "energy_ev": -219207.2691, "symbols": ["C", "C", "C", "C", "N", "C", "C", "N", "C", "Br", "C", "C", "Br", "H", "H", "H", "H", "H", "H", "O", "C", "C", "C", "C", "O", "H", "H", "H", "H", "H", "H", "O", "C", "C", "C", "C", "O", "H", "H", "H", "H", "H", "H", "O", "C", "C", "C", "C", "O", "H", "H", "H", "H", "H", "H", "O", "C", "C", "C", "C", "O", "H", "H", "H", "H", "H", "H", "O", "C", "C", "C", "C", "O", "H", "H", "H", "H", "H", "H", "O", "C", "C", "C", "C", "O", "H", "H", "H", "H", "H", "H", "O", "C", "C", "C", "C", "O", "H", "H", "H", "H", "H", "H", "O", "C", "C", "C", "C", "O", "H", "H", "H", "H", "H", "H"], "coordinates": [[-4.7270, 0.1161, 2.9651], [-3.3761, 0.5732, 3.0283], [-1.8142, 1.0615, 3.3746], [-1.9689, 2.5632, 4.0451], [-1.7466, 3.8294, 4.3285], [-1.1482, -0.0575, 4.3955], [0.2213, -0.7814, 3.7544], [1.4222, -0.8127, 3.2101], [-0.9650, 0.4609, 5.9398], [-2.3463, -0.1832, 7.2952], [0.1045, 1.3527, 6.4623], [0.1477, 1.8238, 8.0669], [1.5343, 2.0785, 5.2561], [-5.7515, -0.4128, 3.2736], [-1.2245, 1.0486, 2.3569], [-1.9391, -0.9501, 4.4382], [0.4191, 0.8555, 8.7029], [0.9356, 2.7007, 8.2320], [-0.9140, 2.2749, 8.3750], [4.5449, 1.1856, 8.0424], [4.9181, 2.2741, 7.6372], [5.2548, 2.6029, 6.2143], [6.0054, 3.9026, 6.3588], [5.3970, 4.4985, 7.6012], [5.0472, 3.3844, 8.4212], [4.3281, 2.7290, 5.6476], [5.8798, 1.8263, 5.7674], [5.9245, 4.5541, 5.4847], [7.0689, 3.6954, 6.5293], [4.4894, 5.0721, 7.3856], [6.1041, 5.1409, 8.1341], [3.0935, 7.0304, 2.0906], [1.9188, 6.7015, 2.0790], [0.7584, 7.6296, 1.8831], [-0.4029, 6.7864, 2.3453], [0.0615, 5.3872, 2.0360], [1.4783, 5.4151, 2.2024], [0.6797, 7.8844, 0.8226], [0.8671, 8.5306, 2.4912], [-1.3494, 7.0425, 1.8620], [-0.5333, 6.9031, 3.4281], [-0.1635, 5.0929, 1.0055], [-0.3755, 4.6521, 2.7181], [-2.1595, -1.2396, -0.8007], [-0.9891, -1.5650, -0.9130], [0.1254, -1.1251, -0.0128], [1.3461, -1.4836, -0.8219], [0.8709, -2.6615, -1.6316], [-0.5169, -2.4245, -1.8630], [0.0754, -1.6917, 0.9212], [0.0744, -0.0513, 0.1821], [2.2253, -1.7071, -0.2119], [1.6006, -0.6522, -1.4906], [0.9783, -3.6079, -1.0912], [1.3964, -2.7378, -2.5880], [-4.8193, -1.8538, -6.5395], [-4.5173, -2.1473, -5.3946], [-3.5165, -3.1909, -5.0002], [-3.8332, -3.3973, -3.5405], [-4.3694, -2.0522, -3.1257], [-5.0205, -1.5327, -4.2841], [-2.5086, -2.7925, -5.1455], [-3.6571, -4.1092, -5.5749], [-2.9731, -3.7194, -2.9475], [-4.6178, -4.1569, -3.4389], [-3.5733, -1.3598, -2.8324], [-5.0876, -2.1348, -2.3048], [3.1187, 10.2272, -0.9645], [4.2392, 9.7543, -1.0602], [4.8132, 8.6926, -0.1717], [6.2865, 8.7857, -0.4783], [6.2967, 9.2715, -1.9040], [5.1381, 10.0945, -2.0300], [4.3981, 7.7227, -0.4596], [4.6080, 8.9052, 0.8801], [6.8225, 7.8428, -0.3409], [6.7503, 9.5366, 0.1729], [6.2214, 8.4497, -2.6238], [7.1921, 9.8584, -2.1286], [-3.3816, -4.0294, 5.0853], [-2.7987, -4.0786, 4.0148], [-3.1546, -4.9808, 2.8723], [-1.9165, -4.9089, 2.0147], [-1.3852, -3.5322, 2.3171], [-1.7457, -3.2790, 3.6742], [-4.0305, -4.5767, 2.3571], [-3.3441, -5.9995, 3.2185], [-2.1108, -5.0712, 0.9512], [-1.1956, -5.6660, 2.3464], [-1.8408, -2.7627, 1.6853], [-0.2978, -3.4817, 2.2089], [2.7129, -4.4700, -3.0831], [2.0550, -5.0618, -3.9227], [2.5031, -5.3696, -5.3194], [1.2050, -5.7316, -5.9957], [0.3877, -6.2934, -4.8620], [0.8102, -5.5777, -3.7022], [3.1979, -6.2136, -5.2940], [2.9687, -4.4981, -5.7852], [1.3251, -6.4308, -6.8275], [0.7271, -4.8236, -6.3831], [0.5764, -7.3601, -4.7022], [-0.6845, -6.1425, -5.0180], [-3.0837, -7.6251, -8.0932], [-4.0298, -6.8869, -8.3126], [-4.6858, -6.6877, -9.6453], [-5.4865, -5.4303, -9.4192], [-5.7914, -5.4938, -7.9454], [-4.6706, -6.1520, -7.3568], [-5.3283, -7.5463, -9.8593], [-3.9425, -6.5535, -10.4345], [-6.3827, -5.3643, -10.0417], [-4.8617, -4.5541, -9.6313], [-6.6919, -6.0792, -7.7321], [-5.9048, -4.4972, -7.5089]], "atomic_forces_ev_per_a": [[9.8, 2.8, 1.7], [-8.9, -3.3, 0.6], [-2.1, 0.1, -0.4], [3.3, 8.7, 0.8], [-2.5, -12.0, -2.5], [-0.5, -1.8, 0.9], [8.4, 2.5, -3.6], [-11.3, -0.2, 5.0], [3.4, 2.4, 0.7], [1.6, 0.7, -1.9], [-3.3, -2.0, 0.0], [0.0, 0.2, -0.8], [-1.8, -0.9, 1.3], [2.8, 1.6, -1.1], [-1.1, 0.6, 2.2], [1.8, 2.0, 0.0], [-0.6, 2.3, -1.3], [-1.6, -2.2, -0.5], [2.3, -1.3, -0.8], [0.6, 2.0, -0.2], [-1.0, -1.9, 0.7], [0.5, 0.1, -0.3], [0.6, 0.4, -0.7], [0.1, 0.8, 0.1], [-0.1, -0.8, 0.0], [0.1, -0.2, 0.1], [-0.4, -0.1, 0.1], [0.0, 0.0, 0.2], [-0.2, 0.1, 0.0], [0.1, 0.0, 0.0], [-0.2, -0.2, 0.1], [-1.5, -1.0, 0.2], [1.8, 0.4, -0.2], [-0.4, 0.2, 0.3], [-0.8, 0.3, 0.3], [-0.7, -0.6, 0.0], [0.8, 0.6, 0.0], [0.2, 0.1, 0.1], [0.2, 0.0, -0.4], [0.1, -0.1, 0.1], [0.0, -0.1, -0.2], [0.1, 0.0, 0.0], [0.3, 0.1, -0.2], [1.4, -0.7, -0.6], [-1.6, 0.2, 0.2], [0.3, 0.3, -0.1], [0.8, 0.3, 0.2], [0.8, -0.4, -0.3], [-1.1, 0.7, 0.4], [0.0, 0.2, -0.1], [-0.3, -0.2, 0.2], [-0.1, 0.0, -0.1], [0.0, -0.1, 0.1], [0.0, 0.1, -0.1], [-0.4, -0.1, 0.3], [0.0, -0.2, 1.8], [-0.4, 0.8, -1.7], [0.0, -0.5, 0.2], [0.3, -0.7, 0.5], [0.2, 0.2, 0.9], [-0.1, -0.2, -1.2], [-0.1, 0.0, -0.1], [0.2, 0.3, -0.2], [-0.1, 0.1, 0.0], [0.1, 0.1, 0.0], [-0.1, -0.1, 0.0], [0.0, 0.2, -0.2], [1.9, -0.4, -0.6], [-2.1, 0.6, 0.1], [0.3, 0.0, 0.4], [0.7, -0.3, 0.5], [0.6, -0.1, -0.4], [-0.7, 0.2, 0.3], [-0.1, 0.1, 0.2], [-0.4, -0.3, -0.3], [0.0, 0.2, -0.1], [0.0, -0.1, -0.1], [0.0, 0.1, 0.0], [-0.3, 0.0, -0.1], [1.4, 0.3, -1.6], [-1.4, 0.1, 2.0], [0.2, -0.5, -0.2], [0.2, -0.6, -0.7], [0.5, 0.2, -0.6], [-0.4, -0.2, 0.6], [0.0, -0.1, 0.2], [-0.3, 0.3, 0.1], [0.1, 0.1, 0.1], [-0.1, 0.1, -0.1], [0.0, 0.0, 0.0], [-0.2, 0.1, 0.2], [-1.3, -1.0, -1.0], [1.2, 0.6, 1.4], [-0.1, 0.2, -0.5], [-0.1, 0.0, -0.9], [-0.7, -0.5, -0.3], [0.8, 0.6, 0.4], [0.1, 0.2, 0.1], [0.2, -0.2, 0.3], [-0.1, 0.1, 0.1], [0.0, -0.2, 0.0], [0.0, 0.1, 0.0], [0.2, 0.0, 0.3], [-1.4, 1.4, 0.2], [1.5, -1.5, 0.5], [0.0, 0.4, -0.4], [-0.3, 0.6, -0.7], [-0.7, 0.6, 0.2], [0.8, -0.5, -0.2], [0.2, 0.0, 0.0], [-0.1, -0.4, 0.2], [0.1, 0.0, 0.2], [-0.2, -0.1, 0.1], [0.1, 0.0, 0.0], [0.1, -0.2, 0.1]]}


[2]
{"formula": "C41H54BrF2N8Si", "method": "ωB97M-V with the def2-TZVPD basis set", "gap_ha": 0.2965, "total_charge": 1, "lumo_energy_ev": -2.6620, "max_force_ev_per_a": 1.9, "energy_ev": -138663.0686, "symbols": ["C", "C", "N", "C", "C", "N", "C", "C", "N", "N", "C", "C", "C", "Br", "C", "C", "F", "F", "C", "C", "Si", "C", "C", "C", "C", "C", "C", "C", "C", "H", "H", "H", "H", "H", "H", "H", "H", "H", "H", "H", "H", "H", "H", "H", "H", "H", "H", "H", "H", "H", "H", "H", "H", "H", "H", "H", "H", "H", "H", "H", "H", "H", "H", "N", "C", "C", "C", "C", "C", "H", "H", "H", "H", "H", "N", "C", "C", "C", "C", "C", "H", "H", "H", "H", "H", "N", "C", "C", "C", "C", "C", "H", "H", "H", "H", "H", "N", "C", "C", "C", "C", "C", "H", "H", "H", "H", "H"], "coordinates": [[0.2239, -2.8052, 2.6636], [0.4582, -1.5671, 1.7408], [1.5028, -1.8033, 0.7421], [2.8548, -1.6457, 1.0949], [3.4711, -1.2051, 2.4195], [4.0786, 0.1271, 2.2602], [3.0741, 1.1885, 2.0538], [3.5186, -1.9865, -0.0469], [4.9324, -2.0101, -0.1409], [2.6445, -2.2988, -1.0716], [2.9131, -2.7246, -2.4571], [4.2727, -2.2845, -3.0080], [4.3704, -0.7403, -3.1790], [4.5203, -3.0608, -4.8039], [1.4186, -2.1767, -0.5214], [0.0448, -2.4296, -1.1472], [0.1563, -3.0137, -2.3784], [-0.5908, -3.3434, -0.3601], [-0.7472, -1.1374, -1.3536], [-2.2325, -1.3675, -1.7566], [-3.4632, -1.4092, -0.3132], [-3.4152, -2.9916, 0.7203], [-3.3000, 0.0511, 0.8728], [-5.1954, -1.3352, -1.0945], [-5.3631, -0.7088, -2.3400], [-6.5964, -0.6462, -2.9749], [-7.7047, -1.2331, -2.3174], [-7.5208, -1.8645, -1.0667], [-6.2973, -1.9206, -0.4425], [-0.4909, -3.4628, 2.1566], [-0.2828, -2.4464, 3.5680], [1.1654, -3.3163, 2.8846], [-0.5139, -1.3058, 1.3212], [0.7581, -0.7539, 2.4088], [2.7420, -1.2740, 3.2306], [4.2996, -1.9039, 2.6170], [4.7136, 0.1608, 1.4726], [3.3504, 1.8085, 1.1910], [3.0213, 1.8311, 2.9430], [2.0606, 0.8098, 1.8541], [5.3390, -1.7527, 0.7534], [5.2090, -2.9868, -0.2587], [2.7910, -3.8114, -2.5603], [2.1538, -2.2937, -3.1191], [5.1188, -2.6636, -2.4351], [4.7627, -0.3152, -2.2470], [5.0215, -0.5300, -4.0303], [3.3586, -0.3511, -3.3624], [-0.2624, -0.6401, -2.2105], [-0.6522, -0.4287, -0.5216], [-2.3302, -2.2423, -2.4137], [-2.5095, -0.4969, -2.3696], [-3.1965, -3.8607, 0.0848], [-4.3762, -3.1008, 1.2337], [-2.6407, -2.9503, 1.5010], [-3.3767, 1.0280, 0.3757], [-2.4236, -0.0073, 1.5391], [-4.1776, -0.0007, 1.5393], [-4.5236, -0.2663, -2.8749], [-6.6869, -0.1769, -3.9524], [-8.6570, -1.2051, -2.8418], [-8.4096, -2.3208, -0.6299], [-6.2114, -2.4124, 0.5228], [-6.3348, 2.2947, 0.6644], [-6.6940, 3.5365, 0.9907], [-7.8162, 4.1702, 0.4798], [-8.6054, 3.4776, -0.4214], [-8.2454, 2.1873, -0.7730], [-7.1038, 1.6349, -0.2056], [-6.0410, 4.0357, 1.6969], [-8.0635, 5.1794, 0.7809], [-9.4905, 3.9366, -0.8450], [-8.8378, 1.6155, -1.4750], [-6.8144, 0.6300, -0.4812], [-4.0469, 4.2827, 2.6120], [-2.7584, 3.9544, 2.5293], [-1.7310, 4.7215, 3.0565], [-2.0588, 5.9010, 3.7052], [-3.3915, 6.2624, 3.8013], [-4.3407, 5.4209, 3.2414], [-2.5496, 3.0241, 2.0103], [-0.7014, 4.4031, 2.9610], [-1.2862, 6.5295, 4.1300], [-3.6898, 7.1750, 4.2986], [-5.3976, 5.6629, 3.2956], [6.5803, 0.4296, -7.6127], [5.4666, -0.0659, -7.0741], [4.2798, 0.6429, -6.9675], [4.2477, 1.9437, -7.4448], [5.3948, 2.4781, -8.0066], [6.5289, 1.6811, -8.0672], [5.5387, -1.0857, -6.7114], [3.4045, 0.1870, -6.5229], [3.3409, 2.5323, -7.3803], [5.4115, 3.4889, -8.3904], [7.4490, 2.0559, -8.5018], [8.1618, -1.1223, 6.1356], [7.4690, -0.8282, 5.0369], [6.0832, -0.8107, 4.9785], [5.3776, -1.1220, 6.1309], [6.0786, -1.4320, 7.2838], [7.4648, -1.4160, 7.2324], [8.0658, -0.5949, 4.1609], [5.5677, -0.5655, 4.0606], [4.2938, -1.1223, 6.1303], [5.5648, -1.6801, 8.2025], [8.0563, -1.6487, 8.1108]], "atomic_forces_ev_per_a": [[-0.4, 0.6, -0.8], [-0.8, -0.8, 1.4], [0.8, 0.9, 0.9], [-0.9, -0.7, -0.8], [0.6, 0.0, -1.5], [-1.0, 0.1, 0.4], [0.1, 0.4, 0.1], [1.7, 0.2, 0.8], [-0.5, -0.9, -0.2], [-0.4, 0.4, 1.0], [0.3, -0.6, -1.2], [0.3, 0.9, -0.3], [-0.2, -0.9, 0.4], [-0.4, -0.2, 0.5], [-1.1, -0.5, -0.6], [-0.2, 0.6, -0.5], [0.3, -0.1, 0.4], [0.1, 0.3, 0.0], [-0.3, 0.1, -0.7], [0.4, 0.2, 0.4], [-1.0, -0.1, 0.2], [0.5, 0.2, -0.1], [-0.1, -0.1, 0.1], [0.8, -0.1, 0.1], [-0.1, -0.1, 0.0], [-0.8, -0.6, 0.9], [1.3, 0.2, -0.3], [-1.5, 0.2, -1.0], [0.5, 0.4, -0.6], [0.5, -0.2, 0.2], [0.4, -0.2, -0.1], [-0.3, 0.0, 0.1], [0.4, 0.1, -0.3], [0.2, 0.1, -0.6], [0.3, 0.3, 0.0], [-0.4, 0.0, 0.3], [0.0, -0.3, 0.1], [-0.1, -0.1, 0.3], [0.0, -0.1, -0.3], [0.3, 0.0, 0.0], [-0.1, 0.2, -0.1], [0.3, 0.2, -0.3], [0.1, 0.2, 0.4], [0.1, 0.0, 0.4], [-0.2, 0.0, -0.2], [0.0, 0.1, -0.3], [-0.1, 0.3, 0.3], [0.4, 0.1, -0.1], [0.2, -0.2, 0.3], [0.0, -0.3, 0.0], [0.0, 0.2, 0.2], [0.0, -0.2, 0.2], [-0.3, 0.1, 0.3], [0.2, -0.2, -0.1], [-0.2, 0.0, -0.2], [0.2, -0.2, 0.2], [-0.1, 0.2, -0.3], [0.2, 0.0, -0.2], [0.0, -0.1, 0.3], [-0.1, -0.1, 0.2], [0.0, -0.2, 0.4], [0.3, 0.1, 0.1], [0.0, 0.1, -0.2], [0.0, -0.2, -0.2], [0.0, 0.0, 0.1], [0.0, -0.1, -0.1], [-0.1, 0.0, -0.1], [0.0, 0.0, 0.0], [-0.2, 0.4, 0.0], [-0.1, -0.1, -0.1], [0.0, 0.0, 0.0], [0.0, 0.0, 0.0], [0.0, 0.0, 0.0], [0.1, 0.0, 0.1], [0.3, 0.2, 0.2], [-0.1, -0.1, -0.1], [-0.1, 0.0, 0.0], [0.1, 0.1, 0.0], [0.0, 0.0, 0.0], [-0.1, -0.1, -0.1], [0.0, 0.0, 0.0], [0.0, 0.0, 0.0], [0.0, 0.0, 0.0], [0.0, 0.0, 0.0], [0.0, 0.1, 0.0], [-0.2, 0.1, 0.0], [0.1, -0.1, 0.0], [0.0, 0.0, 0.0], [-0.1, 0.1, 0.0], [0.0, 0.0, 0.0], [0.1, -0.1, 0.0], [-0.1, 0.0, 0.0], [0.0, 0.0, 0.0], [0.0, 0.0, 0.0], [0.0, 0.0, 0.0], [0.0, 0.1, 0.0], [-0.2, 0.0, 0.0], [0.1, 0.0, 0.0], [0.0, -0.1, 0.1], [-0.1, 0.0, 0.0], [0.0, 0.0, 0.0], [0.2, 0.0, 0.0], [0.0, 0.0, 0.0], [0.1, 0.2, 0.0], [0.0, 0.0, 0.0], [0.0, 0.0, 0.0], [-0.1, 0.0, 0.0]]}